(1)
Entry from the OMol25 dataset: C18H19BrF10LuO4 as an isolated structure (wB97M-V/def2-TZVPD).

Last column: natural (NBO) charge in e.
CARTESIAN COORDINATES (ANGSTROEM)
O (-3.03, -0.39, 1.37)  -0.377
C (-2.82, -0.01, 0.08)  0.419
C (-1.39, 0.59, -0.44)  -0.516
C (-0.44, -0.45, -1.27)  -0.277
C (-0.70, -2.08, -1.14)  0.249
Br (-0.86, -2.88, 0.73)  0.123
C (-1.58, -2.82, -2.35)  -0.452
C (-3.18, -2.46, -2.31)  -0.522
C (-3.92, -3.21, -1.04)  -0.084
F (-5.38, -3.35, -1.25)  -0.486
O (0.67, -2.58, -1.50)  -0.559
C (1.61, -1.59, -2.02)  0.799
O (2.59, -1.88, -2.88)  -0.440
C (1.17, -0.11, -1.38)  -0.097
C (1.92, -0.19, 0.09)  -0.461
C (2.50, 1.22, 0.67)  -0.483
C (1.83, 1.79, 2.03)  0.660
F (0.75, 2.78, 1.63)  -0.347
F (2.89, 2.66, 2.68)  -0.327
C (1.34, 0.70, 3.14)  0.602
F (2.14, -0.54, 3.22)  -0.305
F (-0.06, 0.29, 2.74)  -0.352
C (1.19, 1.27, 4.68)  0.593
F (0.02, 0.52, 5.26)  -0.313
F (0.84, 2.70, 4.78)  -0.283
C (2.48, 0.83, 5.64)  0.938
F (2.43, 1.69, 6.87)  -0.300
F (3.80, 1.07, 5.02)  -0.302
F (2.33, -0.59, 6.15)  -0.300
C (1.72, 0.91, -2.54)  -0.407
C (0.56, 2.25, -2.69)  0.032
C (1.29, 3.82, -2.60)  -0.097
O (0.38, 3.13, -1.41)  -0.405
H (-3.78, -0.10, -0.62)  0.054
H (-1.66, 1.49, -1.18)  0.272
H (-0.74, 1.09, 0.41)  0.330
H (-0.79, -0.26, -2.39)  0.227
H (-1.47, -3.99, -2.15)  0.290
H (-1.09, -2.54, -3.40)  0.297
H (-3.66, -2.95, -3.29)  0.275
H (-3.41, -1.31, -2.39)  0.196
H (-3.41, -4.29, -0.97)  0.302
H (-3.72, -2.70, 0.00)  0.259
H (2.87, -0.90, -0.08)  0.280
H (1.20, -0.79, 0.79)  0.263
H (3.66, 1.08, 0.89)  0.299
H (2.46, 2.11, -0.13)  0.250
H (2.76, 1.40, -2.33)  0.286
H (1.65, 0.44, -3.61)  0.285
H (-0.40, 2.10, -3.48)  0.265
H (2.29, 3.72, -1.99)  0.258
H (0.58, 4.75, -2.51)  0.296
Lu (-6.42, -1.46, -1.51)  2.095

Computed properties:
DFT total energy ... -157948.6079 eV
Frontier orbital gap ... 0.06994 Eh
Net charge ... +3

***

(2)
Entry from the OMol25 dataset: C18H19BrI2N4O3PdS as an isolated structure (wB97M-V/def2-TZVPD).

Last column: natural (NBO) charge in e.
CARTESIAN COORDINATES (ANGSTROEM)
Pd (0.17, 0.01, 1.55)  0.810
N (2.04, 0.81, 5.41)  -0.800
C (1.41, 0.82, 4.20)  0.251
S (1.97, -0.28, 3.00)  -0.153
N (0.45, 1.67, 4.05)  -0.410
N (-0.12, 1.65, 2.80)  -0.252
C (-1.15, 2.42, 2.63)  0.132
C (-1.80, 2.65, 1.38)  -0.259
C (-3.05, 3.31, 1.39)  -0.131
C (-3.74, 3.54, 0.22)  -0.294
C (-3.18, 3.13, -1.00)  -0.177
C (-1.96, 2.50, -1.04)  -0.267
C (-1.22, 2.24, 0.15)  0.385
O (-0.05, 1.69, 0.11)  -0.764
H (2.60, 0.02, 5.66)  0.400
H (1.65, 1.38, 6.14)  0.403
H (-1.51, 2.93, 3.51)  0.212
H (-3.48, 3.61, 2.34)  0.205
H (-4.71, 4.02, 0.24)  0.213
H (-3.72, 3.32, -1.92)  0.210
H (-1.51, 2.19, -1.98)  0.210
I (-1.75, -1.28, 3.03)  0.019
I (-0.35, -2.61, 5.17)  0.006
C (-0.65, -3.47, -2.22)  -0.604
C (-1.13, -2.69, -1.00)  -0.258
C (-2.60, -2.98, -0.72)  -0.601
C (-0.98, -1.18, -1.19)  -0.059
H (-0.88, -4.53, -2.10)  0.217
H (0.43, -3.38, -2.37)  0.211
H (-1.15, -3.12, -3.13)  0.205
H (-0.54, -2.99, -0.13)  0.213
H (-3.19, -2.85, -1.63)  0.206
H (-3.01, -2.31, 0.05)  0.209
H (-2.74, -4.00, -0.36)  0.220
H (-1.78, -0.78, -1.82)  0.208
H (-1.00, -0.67, -0.23)  0.169
Br (6.48, 0.58, -1.51)  0.086
C (4.82, 0.07, -2.25)  -0.140
C (4.69, -0.05, -3.63)  0.039
N (3.55, -0.41, -4.21)  -0.398
C (2.50, -0.64, -3.44)  0.076
C (2.54, -0.54, -2.06)  -0.199
C (3.73, -0.19, -1.44)  -0.135
C (1.36, -0.84, -1.21)  0.835
O (0.22, -0.81, -1.88)  -0.473
O (1.48, -1.08, -0.01)  -0.651
H (5.53, 0.14, -4.27)  0.208
H (1.58, -0.93, -3.94)  0.212
H (3.78, -0.11, -0.36)  0.258

Computed properties:
Relative energy (zero: lowest compared OMol25 entry of this formula, charge and spin) ... 0.021 eV
DFT total energy ... -131635.3392 eV
Frontier orbital gap (spin up / spin down) ... 0.17112 / 0.17103 Eh
Net charge ... 0

***

(3)
Entry from the OMol25 dataset: one molecule with the formula C18H19Cl2N3O (wB97M-V/def2-TZVPD).

Last column: natural (NBO) charge in e.
CARTESIAN COORDINATES (ANGSTROEM)
C (2.16, 1.95, 2.17)  -0.603
H (2.33, 2.90, 2.67)  0.213
H (2.85, 1.22, 2.59)  0.208
H (2.38, 2.07, 1.11)  0.240
C (0.70, 1.52, 2.37)  -0.153
C (0.54, 0.14, 1.77)  0.578
O (0.32, -0.83, 2.47)  -0.536
C (0.70, -0.03, 0.29)  0.354
N (1.10, 0.96, -0.41)  -0.490
C (1.43, 0.93, -1.75)  0.102
C (2.52, 0.19, -2.22)  -0.252
C (2.93, 0.30, -3.53)  -0.203
C (2.24, 1.13, -4.40)  -0.064
C (1.14, 1.86, -3.96)  -0.228
C (0.75, 1.77, -2.64)  -0.178
H (-0.09, 2.34, -2.28)  0.217
H (0.61, 2.49, -4.65)  0.229
Cl (2.75, 1.26, -6.05)  0.003
H (3.78, -0.26, -3.89)  0.229
H (3.06, -0.45, -1.53)  0.223
N (0.48, -1.26, -0.25)  -0.439
N (-0.17, -2.35, 0.32)  -0.446
C (-1.54, -2.49, 0.14)  0.234
C (-2.23, -1.85, -0.89)  -0.297
C (-3.58, -2.09, -1.09)  -0.191
C (-4.25, -2.98, -0.27)  -0.079
C (-3.58, -3.63, 0.76)  -0.201
C (-2.23, -3.38, 0.96)  -0.267
H (-1.71, -3.87, 1.76)  0.217
H (-4.10, -4.32, 1.41)  0.229
Cl (-5.94, -3.27, -0.51)  -0.003
H (-4.10, -1.59, -1.89)  0.226
H (-1.73, -1.14, -1.53)  0.216
H (0.15, -2.52, 1.27)  0.408
H (0.59, -1.33, -1.26)  0.399
C (-0.24, 2.53, 1.71)  -0.606
H (-1.27, 2.21, 1.81)  0.208
H (-0.13, 3.50, 2.19)  0.213
H (0.00, 2.63, 0.65)  0.238
C (0.40, 1.45, 3.87)  -0.594
H (0.56, 2.41, 4.34)  0.209
H (1.04, 0.71, 4.35)  0.220
H (-0.64, 1.16, 4.03)  0.215

Computed properties:
Relative energy (zero: lowest compared OMol25 entry of this formula, charge and spin) ... 1.578 eV
DFT total energy ... -50536.4856 eV
Frontier orbital gap ... 0.28599 Eh
Net charge ... 0

***

(4)
Entry from the OMol25 dataset: one molecule with the formula C18H19Cl2N3O4S (wB97M-V/def2-TZVPD).

Last column: natural (NBO) charge in e.
CARTESIAN COORDINATES (ANGSTROEM)
N (0.91, 3.73, -0.15)  -0.794
C (0.93, 2.55, 0.48)  0.696
O (1.23, 1.51, -0.08)  -0.671
C (0.60, 2.60, 1.96)  -0.523
C (-0.91, 2.41, 2.20)  -0.410
H (-1.45, 3.32, 1.92)  0.237
H (-1.07, 2.22, 3.26)  0.228
C (-1.50, 1.26, 1.38)  -0.161
N (-0.67, 0.07, 1.34)  -0.920
S (-0.45, -0.76, 2.77)  2.320
O (0.74, -0.32, 3.45)  -0.937
O (-1.69, -0.75, 3.49)  -0.942
C (-0.15, -2.37, 2.06)  -0.344
C (-1.13, -3.35, 2.13)  -0.115
C (-0.93, -4.57, 1.50)  -0.248
C (0.26, -4.78, 0.82)  -0.030
C (1.24, -3.80, 0.75)  -0.221
C (1.03, -2.59, 1.38)  -0.181
H (1.78, -1.81, 1.35)  0.242
H (2.16, -4.00, 0.21)  0.233
Cl (0.51, -6.30, 0.03)  0.022
H (-1.68, -5.34, 1.55)  0.234
H (-2.04, -3.13, 2.67)  0.239
H (0.22, 0.27, 0.89)  0.446
C (-1.75, 1.71, -0.07)  0.690
O (-1.88, 2.88, -0.38)  -0.632
N (-1.85, 0.68, -0.93)  -0.610
H (-1.61, -0.22, -0.55)  0.412
C (-1.67, 0.85, -2.36)  -0.252
C (-0.26, 0.49, -2.74)  -0.074
C (0.18, -0.82, -2.55)  -0.144
C (1.49, -1.18, -2.79)  -0.224
C (2.40, -0.23, -3.23)  -0.194
C (1.99, 1.07, -3.42)  -0.217
C (0.67, 1.43, -3.17)  -0.012
Cl (0.21, 3.07, -3.43)  -0.003
H (2.69, 1.82, -3.76)  0.226
H (3.43, -0.50, -3.41)  0.218
H (1.80, -2.20, -2.64)  0.215
H (-0.53, -1.56, -2.21)  0.200
H (-1.90, 1.89, -2.60)  0.250
H (-2.38, 0.19, -2.88)  0.211
H (-2.46, 0.96, 1.82)  0.253
H (0.92, 3.55, 2.39)  0.225
H (1.14, 1.79, 2.47)  0.255
H (0.47, 4.53, 0.28)  0.398
H (0.96, 3.73, -1.16)  0.409

Computed properties:
Relative energy (zero: lowest compared OMol25 entry of this formula, charge and spin) ... 0.016 eV
DFT total energy ... -67516.4057 eV
Frontier orbital gap ... 0.35626 Eh
Net charge ... 0